(1)
Formula: C5H14
Source: OMol25
Level of theory: ωB97M-V with the def2-TZVPD basis set

Results
Lowest unoccupied orbital energy (spin up / spin down) (eV): -2.94 / -10.27
F_max (eV/A): 3.11
Kohn-Sham gap (spin up / spin down) (eV): 12.9 / 5.4
ΔE to the lowest compared entry with this formula, charge and spin (eV): 0.9260

```
! RIJCOSX wB97M-V def2-TZVPD def2/J DEFGRID3
* xyz 1 2
C -0.202 1.475 0.007
C 0.721 0.990 -1.244
C 0.482 2.113 1.198
H -0.909 2.237 -0.340
H -0.537 0.493 0.380
H 1.159 1.935 -1.683
H -0.353 2.604 1.787
H 0.967 1.368 1.727
H 1.158 2.838 0.783
H 1.330 0.134 -0.855
H 0.220 0.373 -1.958
C 0.126 -2.505 -0.047
C -1.145 -1.676 0.089
H 0.450 -2.769 -1.073
H 0.950 -1.826 0.329
H 0.096 -3.503 0.477
H -2.071 -2.242 0.474
H -1.384 -1.208 -0.867
H -1.057 -0.830 0.818
*
```

(2)
Formula: C29H35BO3S
Source: OMol25
Level of theory: ωB97M-V with the def2-TZVPD basis set

Results
Structure (SMILES): CC1(C)OB([C@@]2(c3ccccc3)C=CCC2)OC1(C)C.COc1ccc(-c2ccc(C)s2)cc1
Lowest unoccupied orbital energy (eV): 0.57
F_max (eV/A): 2.82
Kohn-Sham gap (eV): 7.7
ΔE to the lowest compared entry with this formula, charge and spin (eV): 0.0000

```
! RIJCOSX wB97M-V def2-TZVPD def2/J DEFGRID3
* xyz 0 1
C -5.268 3.140 3.588
O -4.464 3.001 2.394
C -3.107 2.995 2.542
C -2.347 3.208 1.367
C -0.979 3.107 1.428
C -0.331 2.923 2.668
B 0.960 -1.251 2.346
C 1.032 3.303 2.830
C 1.775 3.313 4.010
C 2.997 4.027 3.894
C 3.217 4.538 2.623
C 4.336 5.411 2.203
S 1.977 4.029 1.535
O 1.382 -1.357 3.640
C 2.832 -1.321 3.594
C 3.232 -0.373 4.720
C 3.270 -2.762 3.883
C 3.170 -0.817 2.097
C 3.752 0.591 1.987
C 3.944 -1.837 1.257
O 1.866 -0.712 1.458
C -1.099 2.566 3.799
C -2.475 2.691 3.774
H -6.239 3.477 3.225
H -5.368 2.165 4.092
H -4.837 3.881 4.283
H -2.869 3.438 0.439
H -0.391 3.198 0.514
H 1.413 2.892 4.943
H 3.687 4.199 4.715
H 4.756 5.900 3.087
H 5.119 4.815 1.719
H 3.983 6.174 1.502
H 4.327 -0.279 4.800
H 2.779 0.618 4.576
H 2.861 -0.764 5.676
H 4.361 -2.871 3.860
H 2.923 -3.060 4.883
H 2.821 -3.466 3.161
H 4.747 0.676 2.462
H 3.851 0.857 0.927
H 3.056 1.330 2.419
H 4.928 -2.060 1.689
H 3.373 -2.773 1.154
H 4.091 -1.442 0.242
H -0.600 2.246 4.716
H -3.068 2.549 4.680
C -0.872 -2.861 2.804
C -0.263 -4.120 2.125
C 0.158 -3.630 0.774
C 0.071 -2.282 0.649
C -0.481 -1.637 1.897
C -1.658 -0.708 1.666
C -1.998 -0.271 0.380
C -3.279 0.224 0.104
C -4.224 0.339 1.119
C -3.899 -0.086 2.404
C -2.603 -0.522 2.685
H -1.957 -2.987 2.872
H -0.479 -2.752 3.818
H 0.583 -4.502 2.720
H -0.990 -4.944 2.058
H 0.488 -4.320 -0.002
H 0.304 -1.709 -0.252
H -1.275 -0.351 -0.431
H -3.543 0.525 -0.912
H -5.208 0.752 0.914
H -4.646 -0.086 3.200
H -2.333 -0.767 3.713
*
```

(3)
Formula: C26H54Br6N6O4
Source: OMol25
Level of theory: ωB97M-V with the def2-TZVPD basis set

Results
Structure (SMILES): CN(C)C=O.CN(C)C=O.CN(C)C=O.CN(C)C=O.BrCCBr.BrCCBr.BrCCBr.CCCC#N.CCCC#N
Lowest unoccupied orbital energy (eV): 0.01
F_max (eV/A): 1.21
Kohn-Sham gap (eV): 9.5
ΔE to the lowest compared entry with this formula, charge and spin (eV): 0.0000

```
! RIJCOSX wB97M-V def2-TZVPD def2/J DEFGRID3
* xyz 0 1
C 4.992 -12.761 4.470
O 5.680 -13.728 4.643
N 3.863 -12.466 5.154
C 3.019 -11.358 4.789
C 3.427 -13.309 6.223
H 5.221 -11.986 3.714
H 3.534 -10.697 4.092
H 2.809 -10.732 5.665
H 2.062 -11.668 4.363
H 3.978 -14.244 6.202
H 3.589 -12.845 7.199
H 2.368 -13.545 6.087
C 0.525 -12.819 11.530
O 0.137 -13.778 10.910
N 0.893 -11.629 10.978
C 1.616 -10.632 11.731
C 0.842 -11.435 9.541
H 0.555 -12.792 12.633
H 1.451 -10.753 12.806
H 1.364 -9.614 11.438
H 2.711 -10.741 11.637
H 0.521 -12.351 9.062
H 0.167 -10.600 9.345
H 1.826 -11.135 9.177
C 0.094 -2.170 5.659
O -0.380 -2.260 6.768
N 0.848 -3.120 5.081
C 1.465 -2.921 3.795
C 1.094 -4.371 5.777
H -0.063 -1.284 5.025
H 1.416 -3.822 3.192
H 2.509 -2.593 3.901
H 0.989 -2.098 3.256
H 0.278 -5.078 5.632
H 2.039 -4.749 5.388
H 1.235 -4.177 6.837
C -2.808 -4.539 2.088
O -3.495 -3.821 1.395
N -2.659 -5.872 1.926
C -1.568 -6.560 2.518
C -3.492 -6.627 1.043
H -2.252 -4.172 2.963
H -1.895 -7.535 2.880
H -1.120 -5.996 3.332
H -0.788 -6.749 1.767
H -3.875 -7.487 1.595
H -4.331 -6.011 0.736
H -2.930 -6.942 0.161
C -1.861 -11.068 0.059
C -0.357 -10.946 -0.134
C 0.487 -11.603 0.958
C 0.006 -11.274 2.297
N -0.376 -10.998 3.340
H -2.362 -10.337 -0.586
H -2.167 -10.834 1.075
H -2.256 -12.029 -0.274
H -0.130 -9.875 -0.135
H -0.057 -11.304 -1.117
H 1.516 -11.249 0.890
H 0.464 -12.693 0.886
C -6.732 -7.872 6.416
C -6.734 -8.482 5.016
C -7.855 -9.454 4.731
C -9.168 -8.842 4.845
N -10.198 -8.336 4.967
H -7.701 -7.461 6.703
H -5.996 -7.071 6.446
H -6.477 -8.648 7.144
H -5.765 -8.953 4.864
H -6.787 -7.643 4.315
H -7.852 -10.264 5.471
H -7.739 -9.907 3.747
Br -3.120 -12.054 10.611
C -4.469 -11.922 9.213
C -3.964 -12.580 7.956
Br -5.231 -12.294 6.509
H -4.719 -10.875 9.057
H -5.346 -12.408 9.625
H -3.902 -13.655 8.063
H -3.010 -12.170 7.642
Br -3.022 -9.243 5.940
C -1.245 -9.455 6.712
C -0.311 -8.489 6.054
Br 1.403 -8.546 6.985
H -0.951 -10.454 6.402
H -1.327 -9.341 7.779
H -0.664 -7.462 6.097
H -0.116 -8.733 5.017
Br -1.913 -6.974 9.988
C -2.761 -8.349 11.092
C -1.768 -9.000 12.016
Br -0.946 -7.751 13.230
H -3.128 -9.059 10.361
H -3.579 -7.883 11.628
H -0.990 -9.530 11.473
H -2.268 -9.758 12.618
*
```

(4)
Formula: C7H15NO4
Source: OMol25
Level of theory: ωB97M-V with the def2-TZVPD basis set

Results
Structure (SMILES): CC(O)(O)[C@@H](C(=O)[O-])[N+](C)(C)C
Lowest unoccupied orbital energy (eV): 0.34
F_max (eV/A): 5.11
Kohn-Sham gap (eV): 9.0
ΔE to the lowest compared entry with this formula, charge and spin (eV): 2.2396

```
! RIJCOSX wB97M-V def2-TZVPD def2/J DEFGRID3
* xyz 0 1
C 0.559 -1.848 -0.354
C 2.644 0.122 -0.966
C -2.126 -1.024 -0.156
C -0.971 0.033 1.570
C -1.656 1.343 -0.447
C 0.123 -0.296 -0.591
C 1.492 0.641 -0.102
N -1.114 0.036 0.084
O 1.229 -2.029 0.643
O 0.054 -2.663 -1.083
O 1.214 1.988 -0.210
O 1.731 0.576 1.294
H 3.087 -0.563 -0.215
H 3.236 0.900 -1.209
H 2.409 -0.275 -1.907
H -2.380 -1.037 -1.280
H -1.778 -2.058 0.316
H -3.025 -0.748 0.355
H -0.442 -0.972 1.800
H -0.603 0.918 2.211
H -1.970 0.042 2.054
H -0.926 2.126 -0.398
H -1.928 1.158 -1.521
H -2.612 1.717 0.046
H 0.114 -0.148 -1.732
H 1.931 2.419 0.272
H 1.706 -0.358 1.525
*
```

(5)
Formula: C28H19AuN5O4S3
Source: OMol25
Level of theory: ωB97M-V with the def2-TZVPD basis set

Results
Lowest unoccupied orbital energy (spin up / spin down) (eV): -4.86 / -6.85
F_max (eV/A): 5.32
Kohn-Sham gap (spin up / spin down) (eV): 4.7 / 2.7

```
! RIJCOSX wB97M-V def2-TZVPD def2/J DEFGRID3
* xyz 1 3
Au 1.627 1.431 0.697
O -2.671 4.789 4.843
C -2.979 4.554 3.666
O -3.957 4.912 2.995
C -1.898 3.831 2.989
C -0.865 3.218 3.675
C 0.115 2.458 3.054
N 0.088 2.425 1.691
C -0.969 2.856 0.995
C -1.889 3.701 1.595
C -1.284 2.326 -0.346
C -2.549 2.613 -0.902
C -2.892 1.989 -2.109
C -1.932 1.177 -2.714
C -0.642 1.136 -2.161
N -0.315 1.708 -1.012
C 1.180 1.785 3.719
C 1.135 1.567 5.164
C 2.230 1.040 5.777
C 3.363 0.732 5.006
C 3.278 0.841 3.601
N 2.218 1.348 3.000
H -0.788 3.251 4.737
H -2.564 4.238 1.008
H -3.256 3.258 -0.372
H -3.891 2.140 -2.499
H -2.147 0.603 -3.611
H 0.164 0.633 -2.680
H 0.207 1.918 5.666
H 2.274 0.895 6.883
H 4.296 0.412 5.471
H 4.108 0.486 2.970
O 1.302 -4.176 -3.611
S 0.599 -2.950 -3.340
O 1.216 -1.781 -4.024
N 0.421 -2.829 -1.697
C -0.822 -2.772 -1.256
S -1.302 -2.692 0.409
C -1.780 -2.701 -2.403
C -3.140 -2.657 -2.315
C -3.906 -2.684 -3.474
C -3.295 -2.738 -4.733
C -1.911 -2.745 -4.825
C -1.170 -2.842 -3.667
H -3.625 -2.639 -1.323
H -4.996 -2.758 -3.392
H -3.948 -2.875 -5.610
H -1.420 -2.728 -5.805
S 2.622 0.751 -1.315
C 2.967 -0.876 -1.002
N 3.081 -1.722 -2.045
C 3.346 -3.050 -1.883
C 3.474 -3.579 -0.607
C 3.464 -2.680 0.475
C 3.286 -1.318 0.277
H 2.606 -1.416 -2.892
H 3.398 -3.623 -2.803
H 3.657 -4.611 -0.403
H 3.631 -3.010 1.485
H 3.449 -0.570 0.980
*
```

(6)
Formula: C18H39F2NO13
Source: OMol25
Level of theory: ωB97M-V with the def2-TZVPD basis set

Results
Lowest unoccupied orbital energy (eV): -0.46
F_max (eV/A): 11.96
Kohn-Sham gap (eV): 7.9
ΔE to the lowest compared entry with this formula, charge and spin (eV): 1.4502

```
! RIJCOSX wB97M-V def2-TZVPD def2/J DEFGRID3
* xyz 0 1
N 0.900 -0.137 -2.949
H 0.090 0.107 -3.635
H 0.991 -1.221 -3.076
H 0.437 0.045 -1.960
H 1.661 0.520 -3.040
O -0.669 -1.671 -0.778
H -1.089 -1.072 -0.081
C 0.749 -4.064 1.256
C 0.992 -4.574 -0.123
O 0.707 -5.917 -0.012
C 0.429 -6.291 1.174
O 0.161 -7.478 1.469
O 0.520 -5.265 2.028
F 2.268 -4.489 -0.454
H -0.146 -3.426 1.328
H 1.548 -3.424 1.562
H 0.394 -4.199 -0.945
C -2.556 -4.027 -1.341
C -3.642 -3.068 -0.817
O -4.730 -3.857 -0.326
C -4.468 -5.162 -0.661
O -5.253 -6.060 -0.565
O -3.239 -5.270 -1.269
F -4.174 -2.190 -1.723
H -1.594 -3.948 -0.707
H -2.273 -3.639 -2.290
H -3.028 -2.422 -0.096
C 0.895 2.296 -5.710
O 1.924 2.181 -4.804
C 1.654 3.264 -3.862
C 2.633 3.300 -2.592
O 2.662 2.304 -1.883
C 3.643 2.286 -0.798
C 3.317 1.028 0.044
O 3.415 -0.070 -0.803
C 2.968 -1.292 -0.184
H 1.081 3.157 -6.238
H -0.025 2.182 -5.306
H 1.154 1.481 -6.415
H 0.609 3.099 -3.581
H 1.799 4.286 -4.338
H 2.536 4.365 -1.764
H 3.652 3.372 -3.176
H 3.335 3.041 -0.126
H 4.600 2.468 -1.220
H 2.321 1.014 0.413
H 4.100 0.866 0.822
H 2.931 -2.095 -0.993
H 1.983 -1.345 0.142
H 3.755 -1.793 0.243
C -1.364 5.909 2.996
O -0.688 4.786 2.677
C -0.199 4.204 3.918
C 0.284 2.778 3.539
O -0.738 2.168 3.151
C -0.433 0.721 3.000
C -1.753 -0.135 2.907
O -2.884 0.702 2.389
C -4.111 -0.078 2.185
H -0.649 6.822 3.268
H -2.055 5.888 3.684
H -1.775 6.260 2.003
H -0.773 4.328 4.833
H 0.555 5.093 4.061
H 0.717 2.330 4.300
H 0.825 2.485 2.641
H 0.330 0.372 3.906
H 0.310 0.407 2.141
H -2.223 -0.634 3.881
H -1.804 -1.033 2.209
H -4.237 -0.718 1.386
H -5.017 0.665 2.017
H -4.268 -0.486 3.059
*
```

(7)
Formula: C4H11NO2
Source: OMol25
Level of theory: ωB97M-V with the def2-TZVPD basis set

Results
Structure (SMILES): CC(C)=O.C=N.O
Lowest unoccupied orbital energy (eV): 0.13
F_max (eV/A): 4.12
Kohn-Sham gap (eV): 8.6
ΔE to the lowest compared entry with this formula, charge and spin (eV): 3.3387

```
! RIJCOSX wB97M-V def2-TZVPD def2/J DEFGRID3
* xyz 0 1
C 1.693 0.306 -0.789
N 0.807 -0.595 -0.567
O 2.118 -0.432 1.765
H 1.687 -0.881 2.497
H 1.146 -1.470 -0.175
H 1.360 1.079 -1.478
H 2.733 0.046 -0.995
H 2.287 0.611 1.784
C -1.043 0.779 0.858
C -1.691 -0.201 -1.410
C -1.131 -0.480 -0.004
O -1.345 -1.566 0.519
H -1.634 -1.104 -2.011
H -2.049 1.062 1.166
H -0.606 1.603 0.303
H -0.434 0.559 1.729
H -1.157 0.616 -1.884
H -2.742 0.069 -1.307
*
```

(8)
Formula: C2H3IN2O
Source: OMol25
Level of theory: ωB97M-V with the def2-TZVPD basis set

Results
Lowest unoccupied orbital energy (eV): -0.41
F_max (eV/A): 2.01
Kohn-Sham gap (eV): 9.8
ΔE to the lowest compared entry with this formula, charge and spin (eV): 3.8588

```
! RIJCOSX wB97M-V def2-TZVPD def2/J DEFGRID3
* xyz 0 1
C 0.296 0.043 -1.137
C 1.154 -0.094 -0.151
N -0.672 -0.785 -1.693
N -0.922 0.117 -2.521
O 0.026 1.039 -2.068
I -1.458 0.167 2.729
H 1.272 -0.984 0.473
H 1.838 0.752 0.136
H -1.533 -0.255 4.232
*
```

(9)
Formula: C22H44O2
Source: OMol25
Level of theory: ωB97M-V with the def2-TZVPD basis set

Results
Structure (SMILES): CCCCCCCCCCCCCCCCCCCCCC(=O)O
Lowest unoccupied orbital energy (eV): 0.77
F_max (eV/A): 0.73
Kohn-Sham gap (eV): 11.1
ΔE to the lowest compared entry with this formula, charge and spin (eV): 0.1415

```
! RIJCOSX wB97M-V def2-TZVPD def2/J DEFGRID3
* xyz 0 1
C -7.684 -0.699 4.063
C -8.426 0.633 4.068
C -7.518 1.829 4.359
C -6.501 2.100 3.252
C -5.695 3.368 3.524
C -4.721 3.717 2.397
C -3.534 2.761 2.302
C -2.588 3.143 1.166
C -1.390 2.201 1.072
C -0.515 2.521 -0.138
C 0.765 1.687 -0.205
C 0.504 0.187 -0.334
C 1.776 -0.585 -0.678
C 1.539 -2.095 -0.672
C 2.704 -2.895 -1.255
C 4.001 -2.731 -0.465
C 5.079 -3.741 -0.863
C 5.473 -3.713 -2.341
C 6.039 -2.370 -2.795
H 5.274 -1.597 -2.704
C 6.513 -2.429 -4.245
C 7.056 -1.074 -4.717
C 7.514 -1.195 -6.145
O 8.632 -1.443 -6.507
O 6.502 -1.027 -7.009
H 6.811 -1.145 -7.921
H 6.270 -0.321 -4.657
H 7.903 -0.779 -4.098
H 5.680 -2.723 -4.888
H 7.297 -3.182 -4.345
H 6.875 -2.092 -2.150
H 4.609 -3.968 -2.956
H 6.229 -4.486 -2.507
H 5.969 -3.555 -0.257
H 4.723 -4.747 -0.624
H 4.386 -1.719 -0.593
H 3.785 -2.867 0.597
H 2.860 -2.581 -2.289
H 2.429 -3.952 -1.266
H 0.643 -2.311 -1.259
H 1.348 -2.425 0.352
H 2.127 -0.278 -1.666
H 2.553 -0.332 0.045
H -0.242 0.016 -1.114
H 0.100 -0.198 0.604
H 1.347 2.018 -1.069
H 1.367 1.873 0.688
H -1.095 2.361 -1.050
H -0.240 3.578 -0.104
H -1.753 1.174 1.000
H -0.793 2.282 1.984
H -2.235 4.167 1.315
H -3.137 3.120 0.221
H -2.987 2.770 3.248
H -3.891 1.744 2.135
H -5.259 3.720 1.446
H -4.341 4.729 2.561
H -5.140 3.252 4.458
H -6.390 4.201 3.656
H -7.027 2.207 2.300
H -5.823 1.250 3.167
H -8.142 2.717 4.487
H -6.989 1.659 5.300
H -9.208 0.597 4.831
H -8.914 0.779 3.102
H -8.386 -1.521 3.936
H -7.155 -0.843 5.003
H -6.963 -0.742 3.252
*
```

(10)
Formula: C8H6FNO5P2
Source: OMol25
Level of theory: ωB97M-V with the def2-TZVPD basis set

Results
Structure (SMILES): O=C1NC(=O)c2c(PP(=O)(O)O)cc(F)cc21
Lowest unoccupied orbital energy (eV): -0.45
F_max (eV/A): 2.33
Kohn-Sham gap (eV): 9.1

```
! RIJCOSX wB97M-V def2-TZVPD def2/J DEFGRID3
* xyz 0 1
O -3.997 -0.416 -0.879
C -2.828 -0.417 -0.612
N -1.916 -1.506 -0.800
C -0.638 -0.923 -1.074
O 0.165 -1.454 -1.795
C -0.587 0.392 -0.314
C 0.465 1.176 0.078
P 2.205 0.701 -0.247
P 2.368 -1.412 0.261
O 1.164 -1.872 0.978
O 2.698 -2.315 -1.033
O 3.634 -1.589 1.252
C 0.147 2.355 0.736
C -1.169 2.653 0.953
F -1.477 3.804 1.568
C -2.218 1.854 0.578
C -1.929 0.689 -0.077
H -1.938 -2.214 -0.076
H 2.446 0.839 -1.634
H 1.976 -2.961 -1.069
H 3.735 -2.548 1.341
H 0.935 3.023 1.065
H -3.241 2.139 0.801
*
```